Record 1
# C25H37Cl5F3IrN3OSb

A molecular structure, C25H37Cl5F3IrN3OSb (ωB97M-V/def2-TZVPD, the Open Molecules 2025 dataset).

```
76
Properties=species:S:1:pos:R:3:forces:R:3:mulliken_spin:R:1
Ir 0.4008 -1.4296 -0.6525 -0.2 -0.3 0.4 2.2621
Sb -0.1443 2.2604 -0.1470 -0.1 0.3 -0.3 0.6085
Cl 2.7939 -0.4987 5.6712 0.0 0.0 0.0 -0.0003
Cl 0.0721 -0.6205 4.1300 0.1 0.0 0.0 0.0020
Cl 2.6443 -0.2472 -0.5118 0.2 0.0 -0.1 0.0982
Cl 5.4007 -0.0819 0.9627 0.0 0.0 0.0 0.0001
Cl 5.4780 -0.2103 4.1032 0.0 0.0 0.0 0.0036
F -6.4827 -1.8821 0.2603 0.0 -0.1 0.0 0.0001
F -6.5789 -0.7996 -1.6102 0.0 0.0 -0.1 0.0001
F -6.3265 0.2731 0.2503 0.0 0.1 0.1 0.0003
O 0.3604 -0.4095 1.2333 0.3 -0.2 0.1 0.2777
N 1.1578 -3.5233 -1.0074 -0.1 0.3 -0.1 0.0998
N -1.7446 -1.0834 -0.6633 0.1 0.1 -0.1 0.0536
N -0.2070 -3.6937 -0.5882 -0.1 -0.2 0.2 0.1578
C 1.5644 -0.4427 3.2899 -0.1 0.0 0.2 0.0215
C 2.7341 -0.2605 1.2368 0.0 0.1 -0.2 0.0050
C -2.0624 2.4679 0.8229 0.2 -0.1 0.0 0.0632
C -0.6735 2.1016 -2.2674 0.2 0.0 0.1 0.0845
C -2.6666 3.8459 0.5682 -0.1 -0.1 0.0 0.0214
C 3.9608 -0.2100 1.8820 0.1 0.0 -0.2 -0.0145
C 3.4702 -4.1721 -1.0966 0.0 0.0 0.0 -0.0013
C 0.5580 5.2944 -0.3528 0.1 0.1 0.1 0.0241
C -0.6960 3.4758 -2.9314 -0.1 0.0 -0.1 0.0259
C 1.5161 -0.3692 1.8978 -0.3 0.1 -0.2 0.0170
C 2.5334 3.6837 -0.2785 0.1 0.2 0.0 0.0403
C 1.7481 -5.8273 -0.3132 0.0 0.0 -0.1 0.0055
C -2.3650 -1.1145 0.5295 0.0 0.0 -0.1 -0.0032
C 2.1876 -4.3676 -0.2996 0.1 0.1 0.0 -0.0086
C 3.9868 -0.2725 3.2684 0.0 0.0 0.1 0.0140
C 2.3483 -3.8444 1.1207 0.0 0.0 0.0 0.0111
C 0.2378 1.1346 -3.0164 -0.1 0.1 0.0 -0.0646
C -5.9998 -0.8390 -0.4142 0.1 0.0 0.0 -0.0006
C 2.7788 -0.3965 3.9685 0.0 0.0 0.1 -0.0021
C 1.1322 4.0063 0.2235 -0.2 -0.4 0.0 0.0916
C -4.4895 -0.9389 -0.5259 -0.1 0.0 0.0 0.0053
C -2.4759 -0.9890 -1.7830 0.0 0.0 0.1 0.0130
C -3.8546 -0.9111 -1.7560 0.0 0.0 0.0 0.0106
C -3.7381 -1.0475 0.6339 -0.1 0.0 0.0 -0.0047
C -1.9299 2.1338 2.3046 -0.1 0.0 0.0 0.0033
H -1.6887 1.7011 -2.2022 0.0 0.0 0.0 -0.0033
H 3.7224 -3.1124 -1.1813 0.0 0.0 0.0 0.0024
H -4.4181 -0.8370 -2.6752 0.0 0.0 0.0 0.0005
H 0.2592 0.1435 -2.5472 0.0 0.1 -0.1 0.0632
H -0.7237 -4.3780 -1.1364 0.1 0.0 -0.1 0.0145
H 1.1372 6.1257 0.0608 0.0 0.0 0.0 0.0143
H -2.1285 4.6250 1.1077 0.0 0.0 0.0 -0.0044
H 1.4032 -3.8198 1.6741 0.0 0.0 0.0 0.0003
H -4.2130 -1.0790 1.6059 0.0 0.0 0.0 0.0004
H 3.0211 -4.4979 1.6753 0.0 0.0 0.0 -0.0008
H 0.3099 3.8795 -3.0463 0.0 0.0 0.0 -0.0010
H -0.1027 1.0145 -4.0484 0.0 0.0 0.0 -0.0015
H 1.2054 -3.7047 -2.0073 0.0 -0.1 0.0 -0.0036
H 0.9288 -6.0268 0.3802 0.0 0.0 0.0 0.0020
H 2.5562 3.5682 -1.3646 0.0 0.0 0.0 -0.0002
H 2.9465 2.7832 0.1783 0.0 0.0 0.0 -0.0098
H 1.1123 4.0313 1.3144 0.1 0.1 0.0 -0.0025
H 0.6606 5.3378 -1.4335 0.0 0.0 0.0 -0.0019
H 3.1988 4.5144 -0.0286 0.0 0.0 0.0 0.0025
H -1.1207 3.3757 -3.9343 0.0 0.0 0.0 0.0113
H 3.3860 -4.5980 -2.0999 0.0 0.0 0.0 -0.0002
H -3.6943 3.8479 0.9426 0.0 0.0 0.0 0.0089
H -0.2177 -3.9859 0.3844 0.0 0.0 0.0 -0.0090
H -1.7268 -1.1785 1.4017 0.0 0.0 0.0 0.0103
H -2.7097 4.1112 -0.4896 0.0 0.0 0.0 -0.0008
H -1.3316 2.8832 2.8274 0.0 0.0 0.0 0.0005
H 2.7727 -2.8388 1.1198 0.0 0.0 0.0 0.0003
H 2.5857 -6.4541 -0.0092 0.0 0.0 0.0 0.0000
H -1.3044 4.2019 -2.3939 0.0 0.0 0.0 -0.0062
H -0.4823 5.4690 -0.0903 0.0 0.0 0.0 -0.0035
H -2.9205 2.1353 2.7678 0.0 0.0 0.0 0.0002
H 1.4501 -6.1462 -1.3159 0.0 0.0 0.0 0.0000
H 4.2935 -4.6749 -0.5912 0.0 0.0 0.0 -0.0005
H -2.6512 1.7024 0.3088 0.0 0.0 0.0 -0.0173
H -1.9358 -0.9765 -2.7213 0.0 0.0 0.0 0.0067
H 1.2647 1.5044 -3.0509 0.0 0.0 0.0 0.0045
H -1.4738 1.1585 2.4758 0.0 0.0 0.0 0.0028
```
Forces are in eV/Å.

Lowest unoccupied orbital energy (spin up / spin down), eV: -5.68 / -7.66
2S+1: 5
Charge: +2
ΔE to the lowest compared entry with this formula, charge and spin, kcal/mol: 31.2
⟨S²⟩: 6.013



Record 2
# C9H13FNO2

2 unconnected molecules or ions with the total composition C9H13FNO2 (ωB97M-V/def2-TZVPD, the Open Molecules 2025 dataset).

```
26
Properties=species:S:1:pos:R:3:forces:R:3:nbo_charge:R:1
F 1.7095 2.2003 1.4615 0.0 0.0 -0.2 -0.3570
O 1.0186 -0.7499 -1.6090 0.2 -0.1 0.0 -0.4602
O -2.9872 0.6359 0.6263 0.2 0.0 0.2 -0.5831
N -3.8231 -0.4848 -1.7107 -0.2 0.1 0.1 -0.8859
C 1.7173 1.5369 0.2282 -0.1 0.1 0.0 0.1825
C -1.5949 -1.2606 0.5981 0.0 -0.2 0.1 -0.2963
C 0.4310 -0.6059 -0.5673 -0.2 0.1 -0.1 0.4885
C -1.8416 0.2027 0.7447 -0.1 -0.2 -0.6 0.5418
C -0.6587 1.0660 0.8243 0.2 0.0 0.2 -0.2579
C 3.0270 0.7931 0.0715 0.2 0.1 0.2 -0.4444
C 3.2398 -0.3034 1.1133 0.0 -0.1 0.0 -0.6113
C 0.4696 0.6729 0.2179 0.0 0.1 0.1 -0.0287
C -0.5147 -1.6566 -0.0722 0.0 0.0 0.3 -0.2095
H -3.7159 -0.0442 -0.7543 0.1 -0.1 0.0 0.4782
H 3.1096 0.4049 -0.9460 -0.1 0.0 0.1 0.2380
H 4.1131 -0.9049 0.8548 -0.1 0.1 0.0 0.2326
H -4.7829 -0.8076 -1.8350 0.0 0.0 0.0 0.4496
H -3.6022 0.2016 -2.4325 0.0 0.0 0.0 0.4494
H 2.3921 -0.9943 1.1899 0.0 0.1 0.0 0.1846
H 3.4041 0.1211 2.1050 -0.1 0.0 -0.1 0.2291
H 1.6156 2.3168 -0.5359 0.1 -0.1 0.0 0.2022
H -0.7371 2.0286 1.3192 0.0 -0.1 -0.1 0.2695
H -2.3383 -1.9424 1.0016 0.0 0.1 -0.1 0.2476
H 3.8169 1.5425 0.1810 -0.1 -0.1 -0.1 0.2369
H -0.2884 -2.6954 -0.2924 0.0 0.1 -0.1 0.2560
H -3.1794 -1.2731 -1.7821 0.0 0.0 0.0 0.4480
```
Forces are in eV/Å.

Lowest unoccupied orbital energy, eV: -4.93
Charge: +1
ΔE to the lowest compared entry with this formula, charge and spin, kcal/mol: 16.0



Record 3
# C48H60F36O24

12 unconnected molecules or ions with the total composition C48H60F36O24 (ωB97M-V/def2-TZVPD, the Open Molecules 2025 dataset).

```
168
Properties=species:S:1:pos:R:3:forces:R:3:mulliken_charge:R:1
F 6.4840 -2.5542 4.0317 0.0 0.4 0.2 -0.2721
F -3.5590 -5.6939 -5.0936 0.4 -1.6 2.2 -0.2078
F -3.7173 -1.5389 4.0929 0.4 -0.1 -0.6 -0.3087
F -0.5469 -2.6141 8.9811 -1.1 0.9 0.3 -0.2474
F 5.2967 2.5129 -3.0904 -0.2 0.2 0.4 -0.2489
F 5.2236 -1.0057 4.9306 0.1 0.2 1.5 -0.2183
F -3.0220 -0.2253 2.5521 0.2 0.4 -0.8 -0.1999
F -1.6342 -1.2532 3.8042 2.8 0.6 1.2 -0.2298
F 1.3408 -2.9719 9.9980 0.0 0.9 0.2 -0.2499
F 6.9554 3.1294 6.8561 -0.2 0.4 0.0 -0.2867
F -0.9231 7.2584 0.3979 0.3 -0.3 0.4 -0.2827
F 0.7433 -4.1397 8.3829 0.5 -0.7 -1.5 -0.2518
F -3.1403 -4.4502 -6.6894 2.1 1.6 -1.2 -0.2629
F -2.3450 -9.3240 0.1229 1.1 1.2 0.3 -0.2484
F 3.1299 6.9838 3.4655 0.7 -1.0 1.2 -0.2489
F -2.9284 -8.2160 2.0215 0.5 -0.5 -0.7 -0.2144
F 4.6967 2.2945 -1.0003 -0.9 0.9 -1.5 -0.2279
F -1.7070 -0.3261 -1.9072 0.7 0.6 -2.1 -0.0192
F 1.1794 7.7825 3.1691 -1.8 -0.1 0.6 -0.2326
F -2.9311 -0.6398 -0.3028 -1.9 -0.7 1.4 -0.2305
F -3.9153 -10.0065 1.2599 -0.9 0.4 0.7 -0.2654
F 6.3736 -0.5758 3.2285 2.5 2.8 -1.7 -0.2276
F 2.8737 8.7433 2.3450 0.2 1.0 -0.5 -0.2659
F 5.3691 4.4208 7.4934 -0.8 0.5 0.3 -0.2394
F -1.5397 3.0137 -7.1202 -0.5 -1.4 -0.1 -0.2408
F -4.8238 -5.6806 -6.8616 -0.1 0.3 1.2 -0.2824
F -2.3237 0.8821 -6.8525 0.4 1.5 -0.1 -0.1949
F -1.9235 5.3050 0.2953 0.9 -0.1 -0.2 -0.2290
F -3.5534 2.4432 -7.6988 -0.2 0.1 -0.2 -0.2425
F 4.7690 4.2605 -1.9421 0.2 0.5 0.1 -0.2157
F -1.7406 -2.3223 -1.1418 -0.9 -0.3 0.3 0.0132
F 5.0238 2.3050 7.0581 -1.3 -0.6 0.9 -0.1770
F -0.9514 6.2468 -1.5041 -0.5 -0.5 1.0 -0.2219
F 4.0232 -7.0389 -4.6687 2.4 1.7 -2.1 -0.2334
F 3.5152 -8.7053 -3.5755 -0.4 -1.2 0.6 -0.2551
F 2.2680 -8.1741 -5.2673 0.2 -0.5 -0.9 -0.2404
O 2.9868 7.0884 0.2602 0.3 0.7 2.8 -0.3995
O -1.6744 -3.4624 2.3518 -0.9 2.5 0.5 0.0816
O 6.1540 4.3261 4.4548 -1.2 -1.6 1.9 -0.5400
O -6.2253 -3.9513 -5.2693 3.3 0.5 -0.1 -0.5827
O -4.8118 -8.4046 -0.9379 -0.2 0.0 1.4 -0.5305
O -4.2964 -2.7053 -5.0854 0.6 -1.1 -0.6 -0.1848
O -3.8112 -2.8971 1.6073 4.4 0.9 2.2 -0.5636
O -0.7240 0.3777 0.7237 -0.5 2.6 0.7 -0.1170
O 4.4326 -3.1464 2.5584 1.4 3.1 1.1 -0.2556
O 1.4502 5.7336 1.2626 1.3 0.9 0.8 -0.4032
O 2.0375 3.4260 -2.1841 1.0 -0.2 0.9 -0.3062
O 1.1594 -1.9227 6.6208 -0.8 -2.1 0.2 -0.2813
O -3.9173 -6.6701 0.1629 1.9 -2.6 3.9 -0.2722
O 4.2213 3.1930 4.7691 -0.7 0.1 1.2 -0.3993
O 3.5487 -1.0543 2.6874 2.9 -1.4 1.0 -0.3418
O 1.9124 -0.7977 8.4693 -0.8 -2.8 -1.4 -0.5300
O 0.2979 -1.5096 0.2614 -1.1 1.0 -1.1 -0.6758
O -3.0714 8.4040 -0.2680 2.0 -3.6 0.0 -0.2835
O -2.4593 3.6262 -4.7591 0.4 -1.3 -2.2 -0.4032
O -3.9328 1.8842 -4.7686 3.1 1.9 -3.2 -0.6064
O 2.7220 -6.0841 -2.4375 -2.8 -3.2 -4.7 -0.5976
O 2.9280 2.3526 -3.9470 1.5 0.4 1.3 -0.3375
O 0.9148 -6.5540 -3.8586 0.6 0.0 0.6 -0.3118
O -3.8095 6.5103 -1.3953 2.1 0.8 1.8 -0.5690
C 3.5699 3.6316 3.5366 2.4 -1.7 -1.2 -0.1709
C 0.4517 -4.1268 -3.3853 -1.2 0.4 -0.3 -0.7007
C 1.8165 0.1408 5.5187 -0.1 -0.2 -0.7 -0.6068
C -4.2292 -7.9627 0.0215 0.8 0.5 -2.6 0.3152
C -1.0615 -5.6633 2.8160 -0.1 0.0 0.3 -1.5727
C 4.1399 2.7106 2.4025 -1.0 0.4 -0.1 -0.7246
C 5.7246 -1.4760 3.8069 -2.9 -3.0 0.1 0.8402
C -3.0651 2.5600 -5.3981 -2.8 -0.6 5.7 0.5474
C 4.4785 -1.8383 2.9546 -3.8 -0.9 -2.2 0.3413
C 1.3992 -1.7779 7.9197 0.6 2.6 1.0 0.3812
C -3.6127 -5.3761 -1.7369 -0.2 -0.6 -0.9 -0.4770
C 4.4602 3.0102 -2.1737 1.0 -2.0 0.6 0.6976
C 2.3421 6.8696 -2.0805 0.4 -0.6 0.6 -1.1035
C 3.1206 -4.9462 2.4717 -1.6 -2.1 -1.1 -1.3439
C 5.6255 3.4079 6.7148 2.7 -1.1 -2.2 0.8405
C -0.6111 -0.7028 0.0700 2.5 -3.9 1.6 0.0548
C -1.9350 2.9806 -2.4190 -0.1 -1.0 0.5 0.1460
C -4.9411 -1.6112 -3.0295 -0.9 -0.6 -0.2 -1.2032
C 2.2314 6.6605 1.3414 -0.9 -0.6 -3.1 0.4968
C -2.9606 7.0535 -0.6935 -4.2 3.3 -2.2 0.0202
C -3.3210 -8.8644 0.9139 -1.2 -0.8 -0.3 0.9148
C 0.7247 -2.8924 8.8142 0.8 -0.4 0.3 0.7983
C 1.6422 2.1310 -4.6623 0.7 0.4 2.1 -0.1710
C 1.0204 0.9401 -4.0220 -0.8 -1.1 -0.5 -0.8367
C 2.1683 -6.7261 -3.4245 1.2 3.4 4.6 0.4002
C -2.7366 -2.6530 2.2437 -4.0 -1.2 -2.0 0.4489
C 3.0174 -7.7170 -4.2892 -2.3 0.5 2.3 0.8529
C 0.3999 0.9941 1.3829 0.5 2.1 1.0 -0.3242
C -4.1013 9.2457 -0.7489 -0.1 -0.2 -0.4 -0.2243
C -4.8901 -1.5276 -4.5463 -0.6 1.4 0.6 -0.1206
C -2.7237 -1.3461 3.1616 -2.7 -2.2 -0.1 0.7402
C -4.4787 -5.6661 -0.5395 -2.2 1.6 -1.9 -0.4908
C 5.4051 3.6606 5.1685 0.0 2.5 -2.0 0.4297
C -5.0026 -3.7966 -5.3805 -3.1 0.1 0.4 0.4441
C -0.0206 2.4537 1.7268 0.1 -1.5 -1.1 -0.1750
C 2.3245 7.5789 2.6183 1.4 -0.4 -2.0 0.6953
C 3.2083 6.2836 -0.9068 -1.6 0.0 -0.6 0.2767
C 3.3813 -3.6725 1.7367 0.0 -0.4 0.0 0.2093
C -1.8132 -1.0423 -0.8056 1.8 0.7 -0.5 0.9427
C 3.0118 2.9281 -2.6810 -2.8 -0.6 -3.3 0.4058
C -1.6474 6.4442 -0.3443 0.5 0.2 -0.3 1.2924
C -1.7226 -4.7639 1.7724 -0.2 -1.0 0.0 0.3196
C -4.0935 -4.9294 -5.9710 -2.5 0.4 -2.0 0.8031
C -3.5960 10.0989 -1.8937 -1.2 -0.2 0.3 -1.1426
C 1.9818 -1.3441 5.6186 1.8 1.8 0.9 -0.3575
C 0.0438 -5.5780 -3.1687 0.8 0.3 0.7 -0.1484
C -2.5992 2.2194 -6.8165 0.4 0.2 0.4 0.7839
C -2.7644 3.8358 -3.3622 -0.8 0.3 0.5 -0.3715
H 1.3086 1.0473 0.7833 -0.4 -0.4 -0.7 0.4358
H 3.8852 4.6489 3.3044 -0.3 0.0 0.3 0.3457
H 3.8231 -3.7855 0.7467 0.0 -0.4 0.0 0.3303
H -4.9298 8.5999 -1.0396 -0.4 0.4 0.2 0.3380
H 2.1584 0.6124 6.4399 -0.2 0.4 -0.4 0.4359
H -2.7687 -5.0122 1.5933 0.2 -0.1 0.0 0.1501
H 0.4208 -3.8436 -4.4374 0.7 -0.3 -0.2 0.3777
H 2.4436 0.2983 4.6411 0.4 1.0 0.2 -0.0661
H 0.8102 0.4017 5.1912 -0.2 0.2 0.4 0.2589
H 2.9833 7.2955 -2.8522 0.0 -0.2 -0.1 0.3498
H -0.9854 -5.7721 -3.4707 0.4 -0.1 -0.7 0.2717
H 0.7673 0.6035 2.3319 -0.7 -1.2 -0.1 0.1419
H 0.6879 1.1068 -2.9974 0.3 0.0 0.0 -0.0569
H -2.6383 4.8798 -3.0752 0.3 0.1 -0.9 0.0902
H 3.3630 2.6761 1.6386 0.3 0.6 -0.6 0.0217
H 1.6990 7.6882 -1.7574 0.0 -0.2 0.3 0.4026
H 2.3334 -5.5345 2.0002 -0.5 0.3 -0.6 0.4290
H -0.4726 2.8589 0.8215 0.1 0.4 0.1 -0.2638
H -0.3946 -3.5317 -3.0421 -0.2 0.0 0.4 -0.0263
H -0.7553 2.4655 2.5319 0.3 0.2 0.1 0.5135
H -3.4735 -6.3471 -2.2121 0.4 -0.1 0.0 0.4621
H 5.1022 3.0650 2.0332 -0.2 0.2 -0.1 0.4681
H -2.6384 -4.9475 -1.5017 -0.1 0.1 0.1 0.0787
H 0.1419 0.6346 -4.5903 -0.4 0.3 -0.1 0.3375
H 1.3021 -3.7185 -2.8392 0.2 -0.6 -0.3 0.3658
H 1.6506 0.0584 -4.1387 0.3 0.1 0.5 0.5004
H -3.9360 -1.6097 -2.6078 -0.3 -0.2 0.1 0.2514
H 1.0283 3.0072 -4.4538 0.0 0.2 -0.7 0.2141
H 4.2442 1.6375 2.5631 0.0 0.0 1.1 0.0631
H 0.9278 2.9477 1.9376 -0.4 0.4 0.3 -0.2273
H -3.8407 3.6737 -3.3038 0.1 -0.3 0.5 0.4256
H 4.2470 6.2737 -1.2371 0.0 0.6 0.9 0.4243
H -3.5995 9.5588 -2.8405 0.8 -0.1 0.1 0.3117
H -4.2712 9.9209 0.0899 -0.6 -0.3 0.0 0.2743
H -5.5726 -0.8559 -2.5618 0.4 0.5 -0.3 0.5341
H -2.6834 10.5783 -1.5394 0.1 0.0 -0.7 0.3146
H -5.8552 -1.3161 -5.0068 -0.2 -0.5 0.1 0.3722
H 2.6750 -4.8507 3.4618 0.8 0.4 0.3 0.3164
H -5.5175 -2.5060 -2.7943 0.5 -0.4 0.3 0.3443
H -4.6725 -4.8070 0.1029 0.4 0.0 0.2 0.2348
H -4.2849 -0.6622 -4.8164 0.4 -0.4 -0.3 0.0210
H -0.0884 -5.2502 3.0814 0.0 0.0 0.1 0.3035
H -4.1150 -4.8289 -2.5345 0.0 0.5 0.4 -0.0359
H 2.4877 3.5159 3.5964 0.3 0.1 0.7 0.3178
H 2.4777 -3.0849 1.5745 0.3 0.6 0.7 -0.0467
H 3.0106 -1.4512 5.9623 0.1 -0.5 0.0 0.3406
H 0.0197 -5.7714 -2.0962 0.5 -0.3 0.0 0.2561
H 1.9065 1.9296 -5.7004 0.1 0.5 0.2 0.3037
H 3.9009 -5.6995 2.3635 0.6 0.5 0.7 0.3550
H 2.9477 5.2674 -0.6111 -0.2 0.0 -0.4 -0.0877
H -1.6917 -5.6923 3.7049 0.0 0.4 0.1 0.4107
H 1.9738 -1.6965 4.5871 -1.1 -1.2 0.5 0.3496
H 1.7129 6.0719 -2.4753 0.0 0.2 -0.2 0.0943
H -5.4545 -6.0519 -0.8347 -0.2 0.4 -0.6 0.5154
H -0.9225 -6.7243 2.6081 -0.1 0.2 -0.8 0.3650
H -4.3949 10.8262 -2.0378 0.2 0.5 0.0 0.4040
H -1.0809 2.5105 -2.9065 -0.2 -0.1 -0.3 -0.0752
H -2.5642 2.2210 -1.9552 0.1 -0.4 -0.4 0.2497
H -1.1938 -4.7037 0.8212 0.1 -0.1 0.0 0.0750
H -1.4786 3.4475 -1.5461 -0.2 0.8 -0.3 -0.2175
```
Forces are in eV/Å.

SMILES: CCOC(=O)C(F)(F)F.CCOC(=O)C(F)(F)F.CCOC(=O)C(F)(F)F.CCOC(=O)C(F)(F)F.CCOC(=O)C(F)(F)F.CCOC(=O)C(F)(F)F.CCOC(=O)C(F)(F)F.CCOC(=O)C(F)(F)F.CCOC(=O)C(F)(F)F.CCOC(=O)C(F)(F)F.CCOC(=O)C(F)(F)F.CCOC(=O)C(F)(F)F
Lowest unoccupied orbital energy, eV: 0.07
Charge: 0
ΔE to the lowest compared entry with this formula, charge and spin, kcal/mol: 40.6